2 unconnected molecules or ions with the total composition C2H6NS, computed with ωB97M-V with the def2-TZVPD basis set.

Output
LUMO level: 3.9624 eV
charge: -1
relative energy (zero: lowest compared OMol25 entry of this formula, charge and spin): 164.1 kJ/mol

Last column: Mulliken charge in e.
Geometry (Å):
S1 0.20 2.32 0.22  -0.8978
H1 0.83 2.78 1.38  -0.0486
C1 0.82 -1.99 -0.66  -0.7637
C2 -1.16 -1.05 0.06  -0.1489
N1 -0.36 -2.01 0.31  -0.4366
H2 1.44 -0.99 -0.82  0.2755
H3 0.53 -2.34 -1.73  0.2581
H4 1.56 -2.73 -0.51  0.3265
H5 -2.24 -1.10 0.29  0.2598
H6 -0.77 -0.36 -0.74  0.1757


8 unconnected molecules or ions with the total composition C13H20Cl14F4O3, computed with ωB97M-V with the def2-TZVPD basis set.

Output
SMILES string: O=C1O[C@H](O)C[C@@H]1C(F)(F)C(F)F.ClCCl.ClCCl.ClCCl.ClCCl.ClCCl.ClCCl.ClCCl
LUMO level: 0.2170 eV
charge: 0

Last column: Mulliken charge in e.
Geometry (Å):
O1 -1.05 -3.99 2.19  -0.5766
C1 -0.71 -3.53 1.14  -0.1272
O2 0.01 -2.37 1.03  -0.3090
C2 0.90 -2.46 -0.10  0.2889
O3 0.87 -1.30 -0.86  -0.4989
C3 0.41 -3.65 -0.95  -1.1711
C4 -0.89 -4.10 -0.26  0.3564
C5 -2.22 -3.81 -0.95  0.6923
F1 -2.06 -4.06 -2.28  -0.3180
F2 -3.14 -4.69 -0.49  -0.3242
C6 -2.85 -2.42 -0.80  0.0226
F3 -3.75 -2.24 -1.80  -0.2733
F4 -1.93 -1.46 -0.92  -0.1880
H1 1.91 -2.61 0.29  0.5827
H2 1.02 -0.53 -0.28  0.3079
H3 0.32 -3.39 -2.00  0.3655
H4 1.15 -4.45 -0.83  0.2075
H5 -0.90 -5.19 -0.20  0.6023
H6 -3.40 -2.34 0.14  0.3097
C7 3.48 -4.38 3.22  -0.2129
Cl1 3.31 -4.65 1.48  -0.1285
Cl2 5.17 -4.36 3.73  -0.1645
H7 3.04 -3.42 3.46  0.1589
H8 2.97 -5.18 3.74  0.3676
C8 1.78 2.40 -1.96  -0.1283
Cl3 2.43 2.29 -0.31  -0.1333
Cl4 0.16 1.69 -2.08  -0.1110
H9 1.71 3.45 -2.23  0.0301
H10 2.44 1.86 -2.62  0.3432
C9 -4.99 -3.89 -4.57  0.1199
Cl5 -5.50 -5.44 -3.90  -0.1584
Cl6 -6.23 -3.15 -5.58  -0.1698
H11 -4.77 -3.22 -3.74  -0.0475
H12 -4.10 -4.05 -5.17  0.2651
C10 -0.68 5.24 -1.97  0.0556
Cl7 0.67 5.69 -3.04  -0.1945
Cl8 -1.29 6.62 -1.05  -0.1099
H13 -1.48 4.85 -2.58  0.3346
H14 -0.33 4.49 -1.26  -0.0958
C11 -1.83 7.89 2.94  0.2553
Cl9 -2.68 9.15 2.03  -0.1708
Cl10 -0.45 8.52 3.84  -0.1511
H15 -2.53 7.45 3.65  0.2683
H16 -1.47 7.15 2.24  -0.2198
C12 0.96 4.85 2.17  0.1545
Cl11 -0.73 4.34 2.08  -0.1534
Cl12 1.20 6.52 1.65  -0.1353
H17 1.30 4.76 3.19  0.3386
H18 1.53 4.20 1.51  -0.1866
C13 4.76 -0.70 1.87  -0.3098
Cl13 3.06 -1.17 1.71  -0.0793
Cl14 5.04 0.90 1.19  -0.1498
H19 5.02 -0.68 2.93  0.3157
H20 5.36 -1.42 1.34  0.2532


A molecular structure, C16H25NO2, computed with ωB97M-V with the def2-TZVPD basis set.

Output
LUMO level: 0.7794 eV
charge: 0
relative energy (zero: lowest compared OMol25 entry of this formula, charge and spin): 1907.1 kJ/mol

Last column: Mulliken charge in e.
Geometry (Å):
C1 -5.47 -0.98 -1.27  -1.1771
C2 -4.57 -0.11 -0.40  -0.5312
C3 -3.53 -0.83 0.34  -0.8077
O1 -2.90 -0.18 1.27  -0.2560
C4 -1.94 0.50 0.71  0.9878
C5 -1.42 1.38 1.90  -1.2425
C6 -0.41 2.18 1.70  -0.4751
C7 0.14 2.41 0.10  0.4384
C8 -0.50 1.65 -0.85  -0.9751
C9 -1.46 0.73 -0.45  -0.6271
H1 -1.99 0.39 -1.22  0.7210
H2 -0.22 1.77 -1.88  0.3396
O2 1.20 3.11 -0.11  -0.4939
C10 2.22 3.01 -0.85  -0.8486
C11 3.03 1.74 -0.47  -0.8486
N1 2.21 0.50 -0.27  -0.0335
H3 2.32 -0.02 -1.29  0.2499
C12 2.54 -0.55 0.65  -0.4265
C13 3.96 -1.21 0.22  -1.0436
H4 4.35 -1.49 1.33  0.2336
H5 4.49 -0.77 -0.46  0.5862
C14 3.24 -2.52 -0.19  -0.2106
H6 3.10 -2.34 -1.34  0.1398
H7 4.02 -3.37 -0.11  0.2946
C15 2.08 -2.73 0.20  -0.9254
H8 1.52 -3.60 -0.06  0.4720
H9 2.36 -3.48 1.42  0.1695
C16 1.46 -1.36 0.56  -0.5104
H10 0.75 -1.48 1.60  0.0899
H11 0.81 -1.36 -0.19  0.2926
H12 2.67 0.12 1.49  0.8090
H13 3.23 1.95 0.58  0.3740
H14 4.03 1.76 -0.87  0.4913
H15 2.80 3.69 -1.00  0.7381
H16 1.78 2.60 -1.88  0.1681
H17 0.18 3.12 2.33  0.1300
H18 -1.71 1.40 2.68  1.1407
H19 -4.19 -1.66 1.25  0.1931
H20 -3.03 -1.39 -0.31  0.5002
H21 -5.51 0.50 0.42  0.1743
H22 -4.15 0.62 -0.79  0.7451
H23 -6.18 -1.69 -0.57  0.2466
H24 -4.97 -1.49 -2.05  0.3526
H25 -6.31 -0.52 -1.86  0.3550


A molecular structure, C18H9F6N5O4PdS3SeTe, computed with ωB97M-V with the def2-TZVPD basis set.

Output
LUMO level: -1.3158 eV
charge: 0
relative energy (zero: lowest compared OMol25 entry of this formula, charge and spin): 2.3 kJ/mol

Last column: Mulliken charge in e.
Geometry (Å):
Pd1 -0.75 -1.14 -0.74  0.2145
F1 -2.37 -2.67 3.53  -0.2044
C1 -1.10 -2.36 3.70  0.4056
F2 -0.94 -1.77 4.88  -0.1988
F3 -0.37 -3.47 3.66  -0.1747
S1 -0.50 -1.25 2.37  1.3465
O1 0.89 -1.02 2.60  -0.6475
O2 -0.85 -2.02 1.15  -0.2399
N1 -1.45 -0.03 2.60  -0.4791
S2 -1.67 1.10 1.52  0.9194
O3 -0.81 0.94 0.35  -0.5036
O4 -3.05 1.40 1.31  -0.6390
C2 -0.96 2.57 2.38  0.6019
F4 -1.06 3.63 1.57  -0.2082
F5 -1.62 2.81 3.50  -0.2077
F6 0.32 2.36 2.66  -0.2207
Se1 3.27 3.02 -6.01  0.2523
N2 1.61 2.40 -5.85  -0.8402
C3 1.56 1.75 -4.72  0.8396
C4 0.35 1.08 -4.23  0.4420
C5 -0.83 1.11 -4.97  -0.3793
C6 -1.94 0.46 -4.48  -1.0570
C7 -1.83 -0.22 -3.28  -0.3090
N3 -0.70 -0.26 -2.57  0.1198
C8 0.39 0.40 -3.01  -0.2109
C9 1.63 0.41 -2.19  -0.1321
N4 1.58 -0.18 -1.00  0.0815
C10 2.66 -0.19 -0.23  -0.4224
C11 3.86 0.40 -0.62  -0.8892
C12 3.92 1.02 -1.85  -0.5568
C13 2.79 1.04 -2.65  0.4305
C14 2.77 1.72 -3.94  0.9888
N5 3.80 2.33 -4.46  -0.8515
H1 -0.84 1.65 -5.91  0.5446
H2 -2.88 0.45 -5.02  0.4226
H3 -2.66 -0.77 -2.87  0.5342
H4 2.55 -0.66 0.74  0.4880
H5 4.72 0.37 0.04  0.4387
H6 4.82 1.51 -2.20  0.5245
Te1 -1.13 -3.35 -1.92  0.0411
C15 -1.41 -4.59 -0.28  -0.1668
C16 -2.57 -4.89 0.37  -0.2478
C17 -2.38 -5.77 1.47  -0.5137
C18 -1.07 -6.10 1.65  -0.4153
S3 -0.07 -5.35 0.49  -0.1218
H7 -3.53 -4.50 0.07  0.4143
H8 -3.18 -6.12 2.11  0.3835
H9 -0.65 -6.73 2.41  0.4034